(1)
{
  "formula": "C35H50N2O5S3SiV",
  "method": "ωB97M-V/def2-TZVPD",
  "multiplicity": 2,
  "homo_energy_ev": [-13.74, -13.83],
  "fmax_ev_per_a": 2.7,
  "relative_energy_kcal_mol": 0.00,
  "lumo_energy_ha": [-0.26645, -0.23596],
  "total_charge": 2,
  "elements": ["V", "O", "C", "O", "C", "C", "C", "C", "S", "C", "C", "H", "H", "H", "H", "H", "S", "C", "N", "C", "C", "C", "C", "C", "C", "H", "H", "H", "H", "H", "C", "N", "C", "C", "C", "C", "C", "C", "C", "C", "H", "H", "H", "H", "H", "H", "H", "H", "H", "H", "H", "H", "H", "C", "C", "C", "C", "O", "Si", "S", "O", "C", "C", "C", "C", "O", "C", "C", "C", "C", "H", "H", "H", "H", "H", "H", "H", "H", "H", "H", "H", "H", "H", "H", "H", "H", "H", "H", "H", "H", "H", "H", "H", "H", "H", "H", "H"],
  "positions_angstrom": [[14.438, -2.694, 14.897], [7.262, -0.625, 10.993], [8.463, -0.103, 11.350], [8.733, 1.033, 11.043], [9.424, -1.013, 12.051], [9.669, -2.333, 11.650], [10.709, -3.054, 12.224], [11.446, -2.493, 13.283], [12.689, -3.569, 13.935], [11.040, -1.268, 13.839], [10.112, -0.501, 13.171], [7.097, -1.511, 11.355], [9.160, -2.832, 10.821], [10.957, -4.076, 11.910], [11.500, -0.954, 14.777], [9.916, 0.538, 13.485], [14.223, -5.342, 18.499], [14.668, -3.965, 17.600], [14.897, -4.121, 16.258], [14.585, -5.454, 15.873], [14.687, -6.029, 14.596], [14.327, -7.360, 14.373], [13.959, -8.156, 15.443], [13.872, -7.631, 16.729], [14.193, -6.268, 16.946], [14.843, -3.000, 18.045], [15.054, -5.428, 13.751], [14.359, -7.784, 13.358], [13.742, -9.216, 15.275], [13.556, -8.271, 17.551], [14.448, -1.350, 9.132], [14.562, -0.782, 10.520], [15.698, 0.177, 10.683], [14.442, -1.788, 11.655], [15.728, -2.362, 12.228], [16.773, -2.780, 11.390], [17.957, -3.295, 11.921], [18.120, -3.451, 13.278], [17.088, -3.075, 14.124], [15.848, -2.705, 13.582], [14.304, -0.518, 8.429], [13.569, -1.990, 9.114], [15.348, -1.919, 8.893], [13.688, -0.205, 10.617], [16.620, -0.360, 10.505], [15.652, 0.563, 11.696], [15.545, 0.982, 9.962], [13.806, -2.607, 11.273], [13.820, -1.269, 12.401], [16.672, -2.736, 10.299], [18.754, -3.579, 11.225], [19.046, -3.892, 13.675], [17.232, -3.146, 15.208], [15.560, -1.229, 20.113], [16.611, -0.828, 19.086], [17.673, -1.912, 18.909], [17.147, 0.569, 19.311], [15.860, -0.814, 17.782], [15.155, 0.380, 16.950], [14.129, -0.451, 15.281], [16.166, 1.496, 16.312], [17.255, 1.444, 15.292], [17.937, 2.796, 15.417], [18.247, 0.332, 15.642], [16.657, 1.317, 13.902], [14.049, 1.098, 17.877], [13.040, 2.193, 17.803], [12.036, 1.828, 18.905], [13.800, 3.480, 18.112], [12.388, 2.197, 16.424], [15.964, -1.228, 21.131], [15.149, -2.230, 19.914], [14.735, -0.503, 20.067], [18.267, -2.017, 19.815], [18.319, -1.668, 18.068], [17.205, -2.867, 18.683], [17.709, 0.644, 20.240], [16.324, 1.293, 19.370], [17.807, 0.859, 18.499], [18.417, 2.873, 16.389], [17.223, 3.606, 15.289], [18.723, 2.859, 14.646], [18.748, 0.517, 16.594], [19.014, 0.215, 14.860], [17.748, -0.632, 15.759], [15.811, 2.002, 13.750], [16.266, 0.313, 13.694], [17.408, 1.514, 13.128], [12.577, 1.738, 19.855], [11.604, 0.834, 18.690], [11.218, 2.553, 18.996], [14.207, 3.410, 19.129], [13.149, 4.364, 18.040], [14.656, 3.597, 17.441], [11.878, 1.234, 16.262], [13.116, 2.341, 15.615], [11.623, 2.995, 16.361]],
  "lowdin_spin": [1.178, 0.000, -0.001, -0.001, -0.006, 0.001, -0.007, 0.002, -0.057, -0.004, 0.002, 0.000, 0.000, 0.000, 0.000, 0.000, 0.004, 0.009, 0.001, 0.001, 0.000, 0.000, -0.001, 0.000, 0.000, 0.001, 0.000, 0.000, 0.000, 0.000, 0.000, 0.000, 0.000, -0.001, -0.002, -0.002, 0.000, -0.001, -0.001, -0.035, 0.000, 0.000, 0.000, 0.000, 0.000, 0.000, 0.000, 0.000, 0.001, 0.000, 0.000, 0.000, 0.000, 0.000, 0.000, 0.000, 0.000, 0.000, -0.003, -0.068, 0.000, 0.000, 0.000, 0.000, -0.002, -0.005, 0.000, 0.000, 0.000, -0.001, 0.000, 0.000, 0.000, 0.000, 0.000, 0.000, 0.000, 0.000, 0.000, 0.000, 0.000, 0.000, 0.000, 0.000, 0.000, 0.000, -0.001, 0.000, 0.000, 0.000, 0.000, 0.000, 0.000, 0.000, 0.000, 0.000, 0.000]
}

---

(2)
{
  "formula": "C35H50N6O13P2",
  "method": "ωB97M-V/def2-TZVPD",
  "homo_energy_ev": -9.09,
  "fmax_ev_per_a": 9.7,
  "smiles": "[H]/N=C\\Cc1c(OC#N)c(CON=O)c(N(C(C)=O)C(C)=O)c2nc(C#C)c(CCCC#C)nc12.CCOP(=O)(OCC)OCC.CCOP(=O)(OCC)OCC",
  "lumo_energy_ha": -0.07164,
  "total_charge": 0,
  "elements": ["H", "N", "C", "C", "C", "C", "O", "C", "N", "C", "C", "O", "N", "O", "C", "N", "C", "C", "O", "C", "C", "O", "C", "N", "C", "C", "C", "C", "C", "C", "C", "C", "C", "N", "C", "H", "H", "H", "H", "H", "H", "H", "H", "H", "H", "H", "H", "H", "H", "H", "H", "H", "H", "H", "C", "C", "O", "P", "O", "O", "C", "C", "O", "C", "C", "H", "H", "H", "H", "H", "H", "H", "H", "H", "H", "H", "H", "H", "H", "H", "C", "C", "O", "P", "O", "O", "C", "C", "O", "C", "C", "H", "H", "H", "H", "H", "H", "H", "H", "H", "H", "H", "H", "H", "H", "H"],
  "positions_angstrom": [[-1.344, -6.736, -2.031], [-1.127, -6.528, -1.039], [-1.353, -5.231, -0.802], [-1.861, -4.324, -2.073], [-3.138, -3.459, -1.532], [-4.432, -4.274, -1.184], [-4.416, -5.727, -1.358], [-4.841, -5.959, -2.717], [-4.979, -6.511, -3.811], [-5.692, -3.475, -0.655], [-7.046, -4.293, -0.334], [-7.195, -4.275, 1.146], [-8.540, -4.118, 1.364], [-9.039, -5.180, 1.045], [-5.613, -1.891, -0.453], [-6.858, -1.250, 0.042], [-7.344, -0.159, -0.842], [-7.774, -0.367, -2.408], [-7.412, 1.062, -0.427], [-6.792, -0.860, 1.474], [-5.470, -0.927, 2.405], [-7.875, -0.475, 2.063], [-4.250, -1.107, -0.797], [-4.237, 0.326, -0.559], [-2.994, 0.956, -0.939], [-2.930, 2.557, -0.701], [-2.952, 3.846, -1.021], [-1.791, 0.134, -1.544], [-0.460, 0.980, -1.981], [0.260, 0.401, -3.302], [1.147, -0.929, -3.095], [1.719, -1.157, -1.617], [1.925, -1.615, -0.388], [-1.720, -1.293, -1.762], [-2.999, -1.861, -1.364], [-1.163, -4.777, 0.251], [-0.961, -3.668, -2.359], [-2.146, -4.989, -2.973], [-7.918, -3.775, -0.875], [-6.866, -5.387, -0.678], [-7.236, 0.482, -2.990], [-7.529, -1.420, -2.795], [-8.904, -0.114, -2.447], [-5.773, -0.803, 3.524], [-4.743, -0.103, 2.065], [-5.039, -1.999, 2.313], [-3.130, 4.961, -1.293], [0.224, 1.065, -1.052], [-0.760, 2.080, -2.239], [0.871, 1.218, -3.870], [-0.598, 0.114, -4.043], [0.521, -1.823, -3.485], [2.074, -0.866, -3.801], [2.142, -2.166, 0.611], [1.383, 5.552, -2.948], [0.691, 5.308, -1.620], [1.145, 6.221, -0.635], [0.541, 7.762, -0.658], [-0.801, 7.419, 0.008], [1.272, 8.285, 0.743], [0.500, 8.917, 1.758], [0.143, 7.928, 2.854], [1.999, 8.207, -1.450], [2.085, 9.556, -1.914], [2.455, 10.520, -0.801], [1.076, 6.511, -3.375], [1.137, 4.765, -3.664], [2.468, 5.589, -2.820], [-0.397, 5.372, -1.727], [0.932, 4.303, -1.264], [-0.395, 9.385, 1.334], [1.102, 9.723, 2.184], [-0.312, 7.019, 2.454], [-0.546, 8.378, 3.572], [1.046, 7.614, 3.386], [1.144, 9.848, -2.390], [2.865, 9.577, -2.680], [1.591, 10.722, -0.163], [2.786, 11.478, -1.210], [3.244, 10.110, -0.166], [8.044, -1.247, 3.307], [7.016, -1.431, 2.206], [6.896, -2.798, 1.846], [6.011, -3.793, 2.827], [4.635, -3.344, 2.313], [6.094, -5.146, 1.859], [4.907, -5.850, 1.513], [4.431, -5.449, 0.127], [7.514, -4.309, 3.481], [7.450, -5.197, 4.598], [7.202, -6.633, 4.173], [7.695, -1.694, 4.243], [8.235, -0.186, 3.486], [8.985, -1.738, 3.047], [6.043, -1.030, 2.507], [7.339, -0.889, 1.314], [4.127, -5.694, 2.266], [5.138, -6.918, 1.517], [4.348, -4.364, 0.020], [3.458, -5.897, -0.093], [5.147, -5.781, -0.629], [6.685, -4.857, 5.302], [8.418, -5.137, 5.104], [6.152, -6.780, 3.909], [7.431, -7.326, 4.986], [7.801, -6.898, 3.298]],
  "lowdin_charge": [0.034, 0.048, -0.185, -0.120, -0.006, -0.109, -0.028, -0.203, 0.154, 0.033, -0.117, -0.148, 0.000, 0.041, -0.058, 0.028, -0.321, -0.008, 0.013, -0.323, -0.009, 0.015, -0.073, 0.126, -0.120, -0.030, 0.097, -0.103, -0.155, -0.213, -0.221, -0.118, 0.067, 0.149, -0.085, 0.129, 0.095, 0.115, 0.138, 0.134, 0.099, 0.075, 0.098, 0.104, 0.083, 0.089, 0.077, 0.122, 0.102, 0.116, 0.120, 0.101, 0.113, 0.055, -0.083, -0.308, -0.226, 0.722, -0.231, -0.239, -0.315, -0.074, -0.215, -0.295, -0.080, 0.066, 0.071, 0.085, 0.087, 0.116, 0.105, 0.113, 0.073, 0.078, 0.078, 0.110, 0.118, 0.063, 0.080, 0.090, -0.089, -0.304, -0.230, 0.722, -0.238, -0.239, -0.314, -0.073, -0.215, -0.295, -0.080, 0.064, 0.076, 0.083, 0.107, 0.119, 0.104, 0.113, 0.066, 0.077, 0.078, 0.110, 0.118, 0.063, 0.079, 0.090]
}

---

(3)
{
  "formula": "C35H51BFN2O14",
  "method": "ωB97M-V/def2-TZVPD",
  "homo_energy_ev": -3.99,
  "fmax_ev_per_a": 8.0,
  "lumo_energy_ha": 0.05980,
  "total_charge": -1,
  "elements": ["C", "C", "B", "O", "N", "C", "C", "C", "C", "O", "N", "C", "C", "C", "C", "C", "C", "C", "O", "O", "C", "C", "F", "H", "H", "H", "H", "H", "H", "H", "H", "H", "H", "H", "H", "H", "H", "H", "H", "H", "H", "H", "H", "H", "O", "C", "O", "C", "C", "C", "H", "H", "H", "H", "H", "H", "O", "C", "O", "C", "C", "C", "H", "H", "H", "H", "H", "H", "O", "C", "O", "C", "C", "C", "H", "H", "H", "H", "H", "H", "O", "C", "O", "C", "C", "C", "H", "H", "H", "H", "H", "H", "O", "C", "O", "C", "C", "C", "H", "H", "H", "H", "H", "H"],
  "positions_angstrom": [[-0.841, -2.347, 2.365], [-0.994, -0.797, 1.852], [-2.356, -0.473, 0.994], [-2.218, -0.458, -0.506], [-3.748, -0.231, 1.535], [-3.972, 1.184, 2.020], [-2.952, 1.683, 3.205], [-1.716, 2.638, 2.711], [-0.672, 2.769, 4.007], [-1.050, 3.570, 5.010], [0.677, 2.088, 4.090], [1.698, 2.859, 3.275], [2.866, 3.665, 4.155], [3.952, 4.546, 3.275], [3.894, 4.614, 1.635], [2.752, 3.764, 0.803], [1.621, 2.868, 1.635], [-4.136, 2.293, 0.778], [-4.273, 1.936, -0.519], [-4.205, 3.772, 1.023], [-5.488, 1.164, 2.730], [-6.694, 0.981, 1.604], [-5.584, 0.227, 3.872], [-1.738, -2.651, 3.055], [-0.632, -3.090, 1.484], [0.136, -2.378, 3.051], [-0.856, -0.108, 2.788], [-0.077, -0.578, 1.120], [-2.789, -1.237, -0.838], [-3.890, -0.928, 2.326], [-3.602, 2.342, 3.958], [-2.583, 0.759, 3.828], [-2.032, 3.760, 2.470], [-1.202, 2.230, 1.743], [0.642, 1.076, 3.839], [2.897, 3.603, 5.325], [4.778, 5.122, 3.870], [4.645, 5.256, 0.997], [2.685, 3.781, -0.371], [0.838, 2.300, 0.976], [-5.626, 2.266, 3.154], [-6.920, 2.059, 1.143], [-6.377, 0.283, 0.710], [-7.679, 0.599, 2.159], [-2.551, -3.026, -0.726], [-2.448, -4.187, -1.088], [-3.329, -4.814, -1.922], [-2.962, -6.188, -2.043], [-1.503, -6.244, -1.675], [-1.377, -5.141, -0.654], [-3.586, -6.777, -1.362], [-3.138, -6.527, -3.067], [-1.190, -7.222, -1.302], [-0.890, -6.004, -2.552], [-1.601, -5.494, 0.356], [-0.392, -4.670, -0.691], [2.215, -1.476, 1.601], [3.167, -1.592, 2.355], [3.903, -0.545, 2.831], [4.999, -1.051, 3.592], [4.587, -2.439, 4.009], [3.728, -2.889, 2.854], [5.892, -1.055, 2.958], [5.179, -0.403, 4.455], [5.435, -3.099, 4.206], [3.979, -2.387, 4.920], [4.322, -3.350, 2.061], [2.933, -3.561, 3.184], [6.551, 6.545, 3.528], [6.593, 7.582, 2.887], [7.740, 8.267, 2.605], [7.406, 9.484, 1.938], [6.041, 9.251, 1.345], [5.405, 8.313, 2.339], [7.407, 10.296, 2.672], [8.154, 9.700, 1.170], [5.476, 10.174, 1.190], [6.139, 8.747, 0.375], [4.912, 8.854, 3.151], [4.709, 7.625, 1.852], [1.048, -2.971, -2.555], [0.249, -2.483, -3.337], [-0.378, -3.178, -4.332], [-1.154, -2.274, -5.117], [-1.401, -1.085, -4.226], [-0.153, -1.040, -3.381], [-0.583, -2.011, -6.013], [-2.088, -2.757, -5.420], [-1.587, -0.162, -4.782], [-2.272, -1.275, -3.586], [0.642, -0.462, -3.859], [-0.361, -0.658, -2.379], [-3.058, -2.596, -7.391], [-2.955, -3.756, -7.753], [-3.835, -4.383, -8.587], [-3.469, -5.757, -8.707], [-2.009, -5.813, -8.339], [-1.883, -4.710, -7.319], [-4.092, -6.346, -8.026], [-3.644, -6.097, -9.732], [-1.697, -6.792, -7.966], [-1.396, -5.573, -9.216], [-2.107, -5.063, -6.308], [-0.898, -4.240, -7.356]],
  "lowdin_charge": [-0.126, -0.151, -0.445, -0.024, 0.102, -0.295, -0.121, -0.096, -0.270, -0.043, -0.009, -0.156, 0.013, -0.065, -0.090, -0.060, 0.015, -0.370, -0.133, -0.284, -0.233, -0.075, -0.116, 0.080, 0.071, 0.067, 0.069, 0.110, 0.077, 0.125, 0.135, 0.122, 0.138, 0.100, 0.098, 0.089, 0.056, 0.066, 0.078, 0.087, 0.147, 0.100, 0.086, 0.080, 0.105, -0.412, 0.039, -0.173, -0.165, -0.083, 0.127, 0.123, 0.118, 0.122, 0.137, 0.127, 0.099, -0.451, 0.029, -0.172, -0.174, -0.088, 0.128, 0.129, 0.116, 0.123, 0.135, 0.128, 0.087, -0.450, 0.028, -0.176, -0.169, -0.083, 0.128, 0.127, 0.121, 0.124, 0.141, 0.117, 0.087, -0.459, 0.008, -0.187, -0.142, -0.075, 0.129, 0.098, 0.128, 0.127, 0.135, 0.122, 0.100, -0.447, 0.033, -0.174, -0.168, -0.093, 0.129, 0.127, 0.120, 0.123, 0.137, 0.133]
}